{
  "formula": "C23H33Br12Cl14F9O6",
  "method": "ωB97M-V/def2-TZVPD",
  "symbols": ["Br", "Br", "Br", "Br", "Br", "Br", "Br", "Br", "Br", "Br", "Br", "Br", "Cl", "Cl", "Cl", "Cl", "Cl", "Cl", "Cl", "Cl", "Cl", "Cl", "Cl", "Cl", "Cl", "Cl", "F", "F", "F", "F", "F", "F", "F", "F", "F", "O", "O", "O", "O", "O", "O", "C", "C", "C", "C", "C", "C", "C", "C", "C", "C", "C", "C", "C", "C", "C", "C", "C", "C", "C", "C", "C", "C", "C", "H", "H", "H", "H", "H", "H", "H", "H", "H", "H", "H", "H", "H", "H", "H", "H", "H", "H", "H", "H", "H", "H", "H", "H", "H", "H", "H", "H", "H", "H", "H", "H", "H"],
  "coordinates": [[4.418129, 5.717958, -3.206466], [-5.372631, 1.370938, 0.808414], [-7.782581, 0.199048, -1.019286], [4.999119, 5.881388, -0.018996], [1.109049, 4.902488, 1.139334], [-4.478331, 1.701638, 4.317554], [3.475259, 4.549918, 3.346104], [-3.715751, -1.205302, 2.938294], [-7.161551, -1.146812, 1.969014], [1.636369, 7.256978, 3.244854], [5.399809, 3.083818, -1.721846], [-4.005751, -0.990112, 6.242794], [-0.431161, 1.167068, 0.537174], [0.735009, 1.657778, 5.550104], [-3.084651, -1.515442, -1.318286], [3.555299, -2.420772, -0.900606], [-1.976971, 3.978228, 2.898694], [-2.782411, 1.759178, -1.629006], [2.286569, -4.345952, 0.786864], [0.254579, -0.201782, 3.393734], [-1.508101, -4.783422, 2.059454], [-1.992791, 5.315968, 0.169994], [0.136869, -1.622522, 0.101654], [-0.991211, -3.155392, 4.518384], [-1.184911, 1.306058, -4.053076], [-5.144061, -3.572402, -1.508496], [2.103319, -2.144182, 6.133484], [3.680339, -3.425592, 5.559904], [2.197529, -2.851242, 4.114824], [-0.640661, -1.493552, -3.363046], [0.702059, -3.150392, -2.810016], [4.023929, 0.422588, -3.052816], [3.620879, 0.688328, -5.115916], [2.178339, -0.445692, -3.864286], [0.125339, -2.894342, -4.897036], [-2.618671, -3.334802, -3.864356], [-1.296821, -4.881572, -2.907036], [4.409259, -0.734382, 5.836224], [1.988569, 2.170978, -2.423336], [2.211419, 2.858518, -4.581706], [3.846079, -0.844232, 3.600664], [0.333479, 0.051798, -0.559606], [3.544599, -3.162812, 0.768244], [3.819029, -1.263382, 4.892884], [-2.347571, -5.777292, -2.627126], [1.679969, 4.898608, -5.598116], [1.385589, 3.996238, -4.436456], [-2.767631, 1.164818, -3.354106], [3.039269, 0.607688, -3.943396], [-0.283981, -2.805402, -3.633436], [-0.434271, -3.665462, 2.848144], [-2.692081, 4.086068, 1.219184], [-4.585031, -0.290742, 4.439974], [-1.533821, -3.666812, -3.500976], [4.359489, 0.680538, 1.785754], [-4.218401, -2.526462, -0.391756], [-7.199821, 0.520408, 0.870094], [-0.512231, 0.892628, 4.572064], [4.331239, 4.748578, -1.533446], [4.328089, 0.466328, 3.272214], [2.317379, 1.933178, -3.613346], [2.895139, -2.463102, 5.156384], [-2.493431, -6.837432, -3.721726], [1.671089, 5.322918, 3.010314], [-4.988031, -1.908022, 0.070084], [1.059819, 5.794728, -5.619846], [-1.060201, 1.653648, 4.016484], [3.820209, 1.193858, 3.905354], [-5.641501, -0.531982, 4.322604], [3.376799, -2.403912, 1.532454], [3.342199, 0.887698, 1.453634], [5.342359, 0.558618, 3.660594], [4.968989, 1.531018, 1.480344], [-3.065391, -7.683502, -3.340756], [-1.171961, 0.337258, 5.238714], [-0.359511, -2.769342, 2.232124], [-3.741001, -3.172732, 0.344814], [-2.112161, -6.273572, -1.685646], [-3.779511, 4.136338, 1.163644], [-3.459781, 1.725438, -3.982386], [-1.569561, -7.168632, -4.195926], [-3.253331, -5.216942, -2.395376], [-7.944721, 1.174158, 1.323794], [0.919229, 4.857738, 3.647814], [-2.913061, 0.084768, -3.333016], [3.303829, 4.401028, -1.425106], [1.381599, 0.287588, -0.743906], [0.334909, 3.735018, -4.310216], [4.679889, -0.153782, 1.161764], [0.533549, -4.166412, 2.869964], [2.719759, 5.190908, -5.744716], [1.529809, 4.598488, -3.539466], [-2.547011, 3.151068, 0.678054], [4.503759, -3.665862, 0.890974], [-3.048511, -6.450062, -4.576086], [1.479319, 4.370688, -6.530386], [-0.200921, 0.154888, -1.503996]],
  "atomic_forces_ev_per_a": [[-0.04, 0.00, 0.35], [-1.63, -0.64, 0.02], [0.36, 0.03, 1.43], [-0.72, -0.98, -1.13], [0.65, 0.06, 1.12], [0.20, -1.42, 0.32], [-1.22, 0.47, 0.01], [0.11, 0.56, 0.92], [-0.25, 1.06, -0.92], [0.08, -0.75, 0.11], [-0.45, 0.86, 0.32], [-0.32, 0.65, -1.54], [0.19, 0.75, 0.35], [0.10, 0.31, 0.21], [-0.25, -0.43, 0.80], [0.28, 0.08, 0.86], [-0.76, 0.27, -1.31], [-0.17, -0.08, -1.33], [-0.62, -0.77, 0.33], [-0.13, 0.08, 0.36], [-0.69, -0.33, -0.21], [-0.38, 0.18, 0.28], [0.39, 0.59, -0.61], [0.37, -0.69, -1.07], [0.90, 0.56, -0.43], [0.03, -0.06, 0.15], [-1.39, 0.28, 1.09], [0.75, -1.81, 0.33], [-0.41, -0.38, -0.81], [0.63, -1.55, -0.42], [-0.31, 0.23, -0.43], [-0.55, -0.23, 0.10], [-0.17, -0.48, -0.96], [0.78, 0.97, -0.29], [0.29, 0.32, 0.02], [0.22, 0.58, -0.46], [1.74, 2.05, -0.53], [-1.37, -1.24, -2.41], [0.73, -1.16, -3.67], [0.62, -2.44, 0.18], [-0.86, -1.21, 0.84], [-0.35, -0.47, -0.39], [0.57, 0.50, -0.95], [1.47, 2.95, 0.65], [-0.65, -0.79, 0.09], [-0.25, -0.24, -1.56], [-0.48, 1.71, 0.87], [-0.07, -0.28, 0.72], [-0.03, 0.20, 0.57], [-0.20, 0.89, 0.59], [0.42, 0.64, 0.61], [-0.03, -1.00, -0.59], [0.08, 0.08, 0.24], [-1.45, -2.58, 1.31], [-1.30, 0.26, -0.60], [-0.74, -0.06, -0.42], [0.76, -0.46, -0.69], [-0.03, -0.21, -0.29], [0.98, -0.21, 0.07], [1.99, 0.13, 1.15], [-1.28, 2.79, 4.06], [1.29, 1.37, -0.46], [-0.69, 0.55, -0.52], [0.48, -0.05, -1.16], [0.44, 0.17, 0.03], [-0.01, -0.05, 0.31], [0.13, -0.15, 0.10], [-0.68, 0.12, -0.57], [0.31, 0.11, 0.28], [-0.03, 0.01, -0.28], [-0.13, 0.14, -0.21], [0.30, -0.33, 0.02], [0.02, 0.08, 0.37], [0.18, -0.07, 0.02], [0.13, -0.08, -0.22], [-0.14, -0.07, 0.39], [0.32, 0.26, -0.25], [0.51, 0.10, -0.01], [0.06, 0.79, 0.97], [-0.07, -0.17, 0.46], [0.31, -0.07, 0.70], [-0.14, -0.08, -0.56], [0.45, -0.03, -0.10], [0.41, 0.10, 0.00], [-0.68, 0.34, 0.11], [0.21, 0.33, 0.48], [-0.09, -0.14, 0.45], [-0.02, -0.48, -0.63], [0.26, -0.31, 0.51], [-0.20, 0.28, 0.57], [0.08, 0.01, 0.75], [0.83, -0.51, 0.47], [0.78, -0.16, 0.54], [-0.17, 0.19, 0.02], [-0.28, 0.21, 0.08], [-0.32, -0.11, -0.11], [0.02, -0.44, 0.08]],
  "e_homo_ev": -10.1,
  "lumo_energy_ev": -0.99,
  "total_energy_ha": -39577.2131,
  "largest_force_ev_per_a": 5.09
}